133
Properties=species:S:1:pos:R:3:lowdin_charge:R:1 method="wB97M-V/def2-TZVPD" molar_mass_g_mol=1184.49 relative_energy_kcal_mol=0.0 charge=+3 energy_ev=-164547.286
Hf -0.75173 -0.05360 -0.00014 1.511
O -0.11580 -4.19723 3.63107 0.040
C -1.04568 -3.40520 4.27297 -0.262
C -1.56025 -3.72542 5.51686 -0.003
C -2.48762 -2.87810 6.10822 -0.051
C -2.89402 -1.72185 5.45983 -0.062
C -2.37151 -1.40896 4.21284 -0.012
C -1.44614 -2.24677 3.61242 -0.106
C -0.87192 -1.96145 2.25060 -0.384
O -1.47966 -0.88428 1.60268 -0.309
N 0.54231 -1.63300 2.37077 0.048
N 1.10655 -1.22985 1.16981 -0.071
C 2.34582 -1.51688 0.98920 -0.200
C 3.18414 -0.98190 -0.05590 -0.591
Br 2.49571 0.60326 -0.87990 0.883
C 4.43416 -1.36281 -0.35865 -0.067
C 5.18351 -2.50777 0.16156 -0.219
C 6.57592 -2.37547 0.23945 -0.021
C 7.35242 -3.39554 0.75831 -0.045
C 6.75711 -4.57810 1.17837 -0.045
C 5.38246 -4.73873 1.07091 -0.057
C 4.60069 -3.71305 0.56792 -0.050
H 0.08530 -4.95813 4.18788 0.118
H -1.24043 -4.62976 6.02263 0.125
H -2.89253 -3.12731 7.07970 0.118
H -3.61868 -1.06503 5.92166 0.108
H -2.68443 -0.51400 3.69064 0.100
H -0.99350 -2.86492 1.63155 0.137
H 1.08341 -2.32400 2.88316 0.135
H 2.85806 -2.14903 1.71498 0.143
H 4.98156 -0.73208 -1.05216 0.113
H 7.04466 -1.45922 -0.09931 0.121
H 8.42500 -3.27370 0.82516 0.120
H 7.36706 -5.38090 1.56978 0.120
H 4.92503 -5.67342 1.36684 0.114
H 3.53558 -3.86325 0.44418 0.085
N -0.74626 3.25460 0.68979 -0.384
P -0.23032 2.07661 1.79849 0.906
C 1.31416 2.60478 2.56364 -0.374
C 2.44140 1.79027 2.51338 -0.106
C 3.63469 2.21850 3.07864 -0.054
C 3.70427 3.46306 3.68623 -0.045
C 2.57832 4.27854 3.74729 -0.049
C 1.38454 3.84864 3.19437 -0.101
C -1.44011 2.14487 3.13719 -0.360
C -1.04251 1.94197 4.45860 -0.077
C -1.99194 1.92340 5.46941 -0.058
C -3.33516 2.10530 5.16902 -0.059
C -3.73490 2.29302 3.85201 -0.059
C -2.79185 2.30380 2.83613 -0.098
P -0.15220 2.93683 -0.86605 0.890
C 1.34145 3.96273 -1.04649 -0.373
C 1.67072 4.97108 -0.14729 -0.076
C 2.81751 5.72885 -0.34065 -0.045
C 3.64284 5.48570 -1.42876 -0.049
C 3.32709 4.47625 -2.32829 -0.063
C 2.18544 3.71488 -2.13055 -0.168
C -1.35646 3.72974 -1.97176 -0.357
C -2.49925 4.38165 -1.52575 -0.092
C -3.40227 4.91619 -2.43679 -0.047
C -3.17179 4.80415 -3.79913 -0.051
C -2.02367 4.16539 -4.25487 -0.071
C -1.12697 3.62695 -3.34557 -0.127
H -0.95192 4.19766 1.00162 0.082
H 2.38040 0.81713 2.04627 0.049
H 4.50875 1.58103 3.04830 0.113
H 4.63451 3.79841 4.12533 0.118
H 2.63122 5.24149 4.23764 0.119
H 0.50074 4.47369 3.26736 0.117
H 0.00266 1.80712 4.70224 0.111
H -1.68050 1.77638 6.49509 0.120
H -4.07197 2.10683 5.96159 0.119
H -4.78147 2.43861 3.61784 0.115
H -3.09756 2.45265 1.80849 0.070
H 1.04409 5.17181 0.71151 0.089
H 3.06516 6.51422 0.36112 0.119
H 4.53407 6.08097 -1.57531 0.119
H 3.97128 4.28184 -3.17575 0.112
H 1.95007 2.91804 -2.83245 0.064
H -2.69616 4.47673 -0.46544 0.099
H -4.28468 5.43006 -2.07894 0.121
H -3.87236 5.22944 -4.50494 0.119
H -1.82319 4.11378 -5.31842 0.109
H -0.21029 3.16546 -3.70299 0.077
N 0.13257 -0.04838 -6.24773 0.070
C 1.46034 -0.05078 -5.53685 -0.079
C 1.28096 -0.65207 -4.14606 -0.205
N 0.25688 0.00955 -3.35196 -0.061
C -1.01862 0.07202 -4.05771 -0.187
C -0.92294 0.67760 -5.45366 -0.080
H -0.16634 -1.01317 -6.40960 0.188
H 0.22986 0.37787 -7.17136 0.191
H 1.79126 0.98647 -5.48618 0.141
H 2.16648 -0.62009 -6.13916 0.144
H 2.23720 -0.61128 -3.62494 0.102
H 1.01248 -1.70925 -4.24783 0.123
H 0.55601 0.93746 -3.06814 0.036
H -1.72383 0.66459 -3.47801 0.095
H -1.42714 -0.94204 -4.12367 0.131
H -0.61699 1.72220 -5.40969 0.115
H -1.86560 0.60712 -5.99381 0.147
C -4.45824 1.59622 -0.55975 -0.031
C -3.48370 1.04609 -1.57941 -0.484
C -4.11416 -0.07553 -2.40401 -0.039
O -2.29695 0.59016 -0.92819 -0.391
H -5.36998 1.92639 -1.05892 0.103
H -4.02688 2.45201 -0.04372 0.051
H -4.71668 0.82365 0.16855 0.096
H -3.18111 1.86193 -2.24434 0.107
H -4.82792 -0.64518 -1.80898 0.083
H -3.35158 -0.76278 -2.77605 0.060
H -4.65222 0.33974 -3.25686 0.096
C -3.30909 -2.75452 -0.10280 0.003
N -2.22692 -3.65687 -0.50534 -0.046
C -2.50945 -5.08571 -0.30840 -0.121
C -1.23395 -5.89880 -0.33194 -0.130
C -0.43012 -5.48912 -1.55000 -0.119
N -0.16419 -4.04780 -1.49575 -0.051
C 1.19441 -3.61876 -1.79839 -0.007
C -1.06489 -3.19871 -0.97180 -0.423
O -0.79372 -1.95007 -0.93619 -0.155
H -3.41291 -2.72551 0.98246 0.104
H -4.24218 -3.11843 -0.53418 0.111
H -3.12440 -1.74751 -0.46852 0.052
H -3.20241 -5.41745 -1.08540 0.140
H -3.01745 -5.18383 0.65160 0.138
H -1.47320 -6.96007 -0.36449 0.134
H -0.65109 -5.71071 0.57364 0.124
H -0.96792 -5.73461 -2.46912 0.139
H 0.53016 -6.00040 -1.57998 0.132
H 1.89512 -4.01540 -1.06088 0.086
H 1.25282 -2.53478 -1.79900 0.062
H 1.48606 -4.00514 -2.77577 0.104